i) Entry from the OMol25 dataset: a cluster of 2 separate species, C6H15N5O in total (the ωB97M-V functional and the def2-TZVPD basis).

Element x y z (Å)
H (-5.2848, 0.8497, 1.5377)
N (-6.0852, 0.2883, 1.2684)
C (-5.9121, -0.3814, 0.1855)
N (-4.8216, -0.4118, -0.6477)
C (-3.6169, 0.1085, -0.2102)
N (-2.4696, -0.1528, -0.6902)
C (-1.3728, 0.5966, -0.0687)
H (-6.7432, -0.9817, -0.1615)
H (-4.8160, -0.9418, -1.4970)
H (-3.7104, 0.7792, 0.6450)
H (-1.7113, 1.3983, 0.6088)
H (-0.7505, -0.0640, 0.5511)
H (-0.7592, 1.0538, -0.8491)
C (2.7990, 1.4545, -0.6325)
N (4.0152, 1.1645, 0.1087)
C (4.4375, -0.0233, 0.1941)
C (5.7975, -0.3056, 0.7548)
N (3.7281, -1.1745, -0.2704)
O (2.3295, -1.1458, -0.0034)
H (2.6417, 0.7609, -1.4711)
H (1.9242, 1.3984, 0.0237)
H (2.8570, 2.4901, -1.0263)
H (5.7272, -0.9436, 1.6509)
H (6.3993, -0.8006, -0.0292)
H (6.2647, 0.6460, 1.0260)
H (4.0636, -2.0185, 0.1844)
H (1.8996, -1.1518, -0.8866)

The orbital gap comes out at 9.9 eV. Its spin multiplicity is 1. Its HOMO energy is -9.120 eV. Its charge is 0. As for the structure (SMILES): [H]/N=C\N/C=N/C.C/N=C(/C)NO.


ii) Entry from the OMol25 dataset: a cluster of 2 separate species, C6H15N5O in total (the ωB97M-V functional and the def2-TZVPD basis).

Element x y z (Å)
H (-2.8039, 3.7898, -1.7033)
N (-2.3347, 3.2329, -1.0198)
C (-1.1725, 3.7021, -0.8082)
N (-0.3005, 3.1265, 0.1036)
N (0.9587, 3.7306, 0.2521)
C (-0.6029, 2.0080, 0.8591)
O (0.1841, 1.5299, 1.6485)
H (-0.7118, 4.5727, -1.2861)
H (1.0627, 3.9751, 1.2408)
H (1.6590, 3.0143, 0.0597)
H (-1.6168, 1.6290, 0.6662)
C (2.4512, -3.6470, 0.9119)
C (1.5437, -2.5279, 0.4695)
N (0.3600, -2.7969, 0.0685)
N (-0.4744, -1.8300, -0.3314)
C (-1.7766, -2.2844, -0.7554)
C (-0.0862, -0.4466, -0.3328)
H (2.6153, -4.3725, 0.0967)
H (3.4325, -3.2549, 1.2338)
H (2.0211, -4.2072, 1.7661)
H (1.9271, -1.5003, 0.5042)
H (-2.3846, -1.4147, -1.0618)
H (-2.3100, -2.8088, 0.0690)
H (-1.6985, -2.9763, -1.6173)
H (0.7937, -0.2691, -0.9945)
H (-0.9190, 0.1523, -0.7064)
H (0.1834, -0.1267, 0.6674)

The orbital gap comes out at 8.2 eV. Its spin multiplicity is 1. Its HOMO energy is -7.486 eV. Its charge is 0. As for the structure (SMILES): [H]/N=C/N(N)C=O.C/C=N/N(C)C.


Least stable structure: i)


i) Entry from the OMol25 dataset: a cluster of 2 separate species, C8H9O2 in total (the ωB97M-V functional and the def2-TZVPD basis).

Element x y z (Å)
O (0.7940, -1.0541, -0.1504)
O (-0.4634, -0.9554, 0.0059)
C (2.3116, -2.3979, 1.2984)
C (3.6827, -2.1965, 0.8689)
C (4.1203, -3.4342, 0.0562)
C (3.7452, -3.5148, -1.2807)
C (4.1278, -4.6242, -2.0406)
C (4.8469, -5.6816, -1.4604)
C (5.1620, -5.6053, -0.0953)
C (4.8006, -4.4893, 0.6686)
H (1.8639, -1.6103, 1.8811)
H (1.7818, -3.3275, 1.0892)
H (3.6565, -1.3141, 0.1951)
H (4.3573, -2.0957, 1.7405)
H (3.1616, -2.6845, -1.6830)
H (3.9058, -4.6610, -3.0970)
H (5.1383, -6.5525, -2.0592)
H (5.7288, -6.4122, 0.3508)
H (5.0319, -4.4014, 1.7310)

The orbital gap (spin up / spin down) comes out at 8.8 / 7.8 eV. Its spin multiplicity is 4. Its HOMO energy (spin up / spin down) is -7.779 / -9.072 eV. As for the expectation value of S²: 3.7632. Its charge is 0.


ii) Entry from the OMol25 dataset: a cluster of 2 separate species, C8H9O2 in total (the ωB97M-V functional and the def2-TZVPD basis).

Element x y z (Å)
O (0.2943, -0.5011, -3.0651)
O (1.4144, -0.3464, -3.5652)
C (-1.9472, -1.1877, -1.1793)
C (-0.6519, -1.3064, -0.4910)
C (-0.0442, -0.3282, 0.2796)
C (1.1804, -0.6120, 0.9824)
C (1.8210, 0.3718, 1.7179)
C (1.2753, 1.6636, 1.8052)
C (0.0675, 1.9624, 1.1538)
C (-0.5961, 0.9947, 0.4139)
H (-2.1539, -2.1744, -1.6091)
H (-2.7779, -0.9427, -0.5032)
H (-1.9750, -0.4644, -2.0051)
H (-0.1565, -2.2690, -0.5862)
H (1.5929, -1.6252, 0.9106)
H (2.7585, 0.1413, 2.2293)
H (1.7914, 2.4355, 2.3775)
H (-0.3514, 2.9684, 1.2269)
H (-1.5417, 1.2199, -0.0930)

The orbital gap (spin up / spin down) comes out at 8.0 / 8.4 eV. Its spin multiplicity is 4. Its HOMO energy (spin up / spin down) is -6.940 / -9.306 eV. As for the expectation value of S²: 3.8029. Its charge is 0.


Least stable structure: i)


i) Entry from the OMol25 dataset: a cluster of 3 separate species, C6H16N4 in total (the ωB97M-V functional and the def2-TZVPD basis).

Element x y z (Å)
C (-0.1960, 0.2949, -1.3097)
C (-0.3218, 1.7909, -1.3364)
C (-1.3599, -0.4340, -0.8455)
C (0.6557, -0.3140, -2.3851)
C (-0.7007, -0.6436, 1.9705)
N (-1.4561, 0.2232, 2.7138)
N (-0.4015, -1.8502, 2.2131)
H (-1.4010, 1.2079, 2.5110)
H (-1.6812, -0.0134, 3.6734)
H (-0.7729, -2.2229, 3.0925)
H (-0.6946, 2.1774, -0.3838)
H (0.6261, 2.2744, -1.5683)
H (-1.0462, 2.0858, -2.1050)
H (-1.2757, -0.5255, 0.3077)
H (-2.3030, 0.1013, -0.9732)
H (-1.4275, -1.4614, -1.1997)
H (0.8093, -1.3780, -2.2178)
H (0.1485, -0.1917, -3.3513)
H (1.6298, 0.1699, -2.4448)
N (1.8352, -1.2050, 0.2683)
C (1.3398, 0.0748, 0.3237)
N (2.1153, 1.0842, 0.4211)
H (2.8142, -1.2840, 0.5104)
H (1.2346, -1.9084, 0.6868)
H (1.6070, 1.9635, 0.4179)
H (0.2223, -0.0157, 1.0102)

The orbital gap (spin up / spin down) comes out at 7.7 / 7.7 eV. Its spin multiplicity is 1. Its HOMO energy (spin up / spin down) is -7.626 / -7.625 eV. Its charge is 0.


ii) Entry from the OMol25 dataset: a cluster of 2 separate species, C6H16N4 in total (the ωB97M-V functional and the def2-TZVPD basis).

Element x y z (Å)
C (-2.3047, -1.1319, 0.6147)
C (-1.1118, 0.8241, 1.4379)
N (-1.2640, -0.1417, 0.3502)
C (-1.5464, 0.5870, -0.9857)
N (-0.5084, 0.3371, -1.7279)
N (-2.6817, 1.1698, -0.9590)
H (-0.5710, 0.7280, -2.6609)
H (-0.3417, -0.5709, 0.0809)
H (-2.9098, 1.6502, -1.8218)
H (-2.1297, -1.6278, 1.5705)
H (-3.2596, -0.6107, 0.6261)
H (-0.9729, 0.3090, 2.3869)
H (-0.2429, 1.4484, 1.2298)
H (-2.3131, -1.8700, -0.1860)
H (-2.0115, 1.4400, 1.4666)
C (1.8981, -1.6363, -0.4141)
N (1.6568, 1.4135, -0.1643)
C (2.7042, 0.6460, 0.3188)
C (2.8217, -0.6811, 0.2797)
H (1.9214, 2.3469, -0.4409)
H (1.0362, 0.9674, -0.8497)
H (3.4613, 1.2225, 0.8388)
H (3.6635, -1.1289, 0.7885)
H (2.4766, -2.3768, -0.9667)
H (1.2858, -2.1872, 0.3078)
H (1.2435, -1.1267, -1.1203)

The orbital gap comes out at 8.6 eV. Its spin multiplicity is 1. Its HOMO energy is -7.766 eV. Its charge is 0.


Least stable structure: i)


i) Entry from the OMol25 dataset: an isolated molecule of C4H6OS2 (the ωB97M-V functional and the def2-TZVPD basis).

Element x y z (Å)
O (2.2927, -0.2529, 1.2511)
C (1.7708, -0.9606, 0.1662)
C (0.2462, -0.7402, 0.0975)
S (-0.7358, -1.8695, -0.5186)
C (-0.2893, 0.6246, 0.4901)
C (-1.7021, 1.0327, 0.3849)
S (-0.5586, 1.9641, -0.7191)
H (2.2324, 0.6515, 1.0118)
H (1.9821, -2.0420, 0.2459)
H (2.2299, -0.6280, -0.7600)
H (0.2535, 0.9595, 1.3396)
H (-2.3291, 0.2673, -0.0976)
H (-2.1537, 1.5635, 1.2226)

The orbital gap comes out at 8.1 eV. Its spin multiplicity is 1. Its HOMO energy is -8.803 eV. Its charge is 0. As for the structure (SMILES): OCC(=S)[C@@H]1CS1.


ii) Entry from the OMol25 dataset: an isolated molecule of C4H6OS2 (the ωB97M-V functional and the def2-TZVPD basis).

Element x y z (Å)
C (-0.9710, 2.1197, -0.8708)
C (-0.4580, 0.7243, -0.6696)
S (-0.9390, -0.5778, -1.5137)
S (0.8543, 0.6824, 0.4924)
C (1.2353, -1.0602, 0.6480)
C (0.2184, -2.0661, 1.1825)
O (0.5782, -3.0484, 1.7950)
H (-1.8541, 2.3723, -0.2727)
H (-1.2671, 2.2707, -1.9035)
H (-0.2302, 2.8938, -0.6574)
H (1.4987, -1.4374, -0.3551)
H (2.1395, -1.1096, 1.2562)
H (-0.8050, -1.7636, 0.8689)

The orbital gap comes out at 8.6 eV. Its spin multiplicity is 1. Its HOMO energy is -8.969 eV. Its charge is 0. As for the structure (SMILES): CC(=S)SCC=O.


iii) Entry from the OMol25 dataset: an isolated molecule of C4H6OS2 (the ωB97M-V functional and the def2-TZVPD basis).

Element x y z (Å)
C (-1.0028, -0.7062, 1.3536)
C (-0.5367, 0.2434, 0.2985)
O (-1.1426, 1.2715, 0.0756)
C (0.7421, -0.1113, -0.3161)
C (0.9184, 0.5597, -1.6564)
S (1.4423, -1.7850, -0.1189)
S (2.0372, -0.2888, 1.0725)
H (-2.0916, -0.9069, 1.3927)
H (-0.6872, -0.5910, 2.4369)
H (-0.4687, -1.6343, 1.1573)
H (1.7635, 1.0846, -1.7637)
H (0.0777, 1.1620, -1.8142)
H (0.8763, -0.4330, -2.3232)

The orbital gap comes out at 8.3 eV. Its spin multiplicity is 1. Its HOMO energy is -8.550 eV. Its charge is 0. As for the structure (SMILES): CC(=O)C1(C)SS1.


iv) Entry from the OMol25 dataset: a structure of composition C4H6OS2 (the ωB97M-V functional and the def2-TZVPD basis).

Element x y z (Å)
C (1.8440, 0.6362, 0.4743)
C (0.4685, 0.1301, 0.2615)
C (-0.6282, 0.9883, 0.2407)
C (-2.0305, 0.5038, -0.0748)
H (4.0726, -1.3259, 1.0215)
H (2.0698, 0.8704, 1.6303)
H (1.6900, 1.6924, -0.1360)
H (0.4389, -1.0650, 0.1132)
H (-0.2532, 2.0839, 0.1308)
H (-3.7711, -1.2710, 0.3087)
O (-2.7331, 1.3897, -0.3761)
S (3.4503, -0.2993, -0.3583)
S (-2.2193, -1.3040, 0.0165)

The orbital gap comes out at 9.1 eV. Its spin multiplicity is 1. Its HOMO energy is -9.592 eV. Its charge is 0.


Least stable structure: iv)


i) Entry from the OMol25 dataset: the ion C5H9N2 with charge +1 (the ωB97M-V functional and the def2-TZVPD basis).

Element x y z (Å)
C (-2.5584, -1.1266, -0.1672)
C (-1.2982, -0.8435, 0.1544)
N (-0.7435, 0.4839, 0.1555)
C (-1.3981, 1.5416, 0.2074)
C (0.6778, 0.5267, -0.1620)
N (1.4494, -0.4303, 0.0647)
C (2.8456, -0.4121, 0.0825)
H (-2.8439, -2.0941, -0.3226)
H (-3.3051, -0.4204, -0.3337)
H (-0.4484, -1.6359, 0.3271)
H (-2.4745, 1.8482, 0.1826)
H (-0.8318, 2.4488, 0.0550)
H (1.2268, 1.3930, -0.4550)
H (3.1832, 0.2055, -0.7022)
H (3.3300, 0.0008, 1.0175)
H (3.1890, -1.4857, -0.1040)

The orbital gap comes out at 8.6 eV. Its spin multiplicity is 1. Its HOMO energy is -14.237 eV. Its charge is +1. As for the structure (SMILES): C=C[N+](=C)/C=N/C.


ii) Entry from the OMol25 dataset: a structure of composition C5H9N2 (the ωB97M-V functional and the def2-TZVPD basis).

Element x y z (Å)
C (-1.3833, 0.2406, -0.0843)
C (-1.8853, -0.4151, 1.0596)
C (0.3946, 0.9418, -1.1328)
C (0.6480, -0.5393, -0.5934)
C (1.6486, -0.6948, 0.6175)
N (-0.7162, -0.9248, -0.2928)
N (-0.8382, 1.2855, -0.4901)
H (-1.7640, 0.0287, 2.0899)
H (-2.6062, -1.1907, 0.7726)
H (1.1330, 1.5418, -0.7871)
H (0.4322, 0.9005, -2.1675)
H (0.7351, -1.2286, -1.3399)
H (1.4491, 0.2448, 1.3196)
H (2.6924, -0.7941, 0.4821)
H (1.2937, -1.6254, 1.0286)
H (-1.2334, 2.2290, -0.4820)

The orbital gap comes out at 10.3 eV. Its spin multiplicity is 1. Its HOMO energy is -14.994 eV. Its charge is +1.


Least stable structure: ii)